Here is a gas-phase ion, CH6N4O (charge +2) in a non-equilibrium geometry from OMol25. Energies are from ωB97M-V/def2-TZVPD.

Structure (XYZ):
```
12
Properties=species:S:1:pos:R:3:forces:R:3:lowdin_charge:R:1
C -0.026693 -0.003648 0.007535 -4.50 3.40 -1.31 0.0071
N 1.121139 -0.661361 -0.004360 3.90 -1.70 -2.42 0.0809
N -2.305458 1.352788 -0.312568 -0.07 -1.14 0.78 0.2409
N 1.801370 -1.290626 0.958201 0.47 0.64 -0.73 0.3362
N -1.521184 1.282866 -1.257267 -1.69 3.07 -2.85 -0.0513
O -0.326142 0.711698 -1.127976 2.42 -1.63 1.10 0.0869
H -0.764648 0.170040 0.706180 -1.02 -0.44 2.26 0.1184
H 1.436905 -0.654383 -0.985261 1.16 -0.67 0.58 0.2188
H -3.315753 1.641570 -0.405764 1.36 0.24 -0.70 0.1890
H 2.867957 -1.520290 0.867103 -2.32 0.49 -0.01 0.2631
H 1.254113 -1.449903 1.797470 0.34 -0.20 0.58 0.1847
H -1.518814 1.889332 -2.248459 -0.07 -2.06 2.72 0.3252
```
Forces are in eV/Å.

- Highest occupied orbital energy (alpha / beta): -16.93 / -21.12 eV
- Net charge: +2
- Energy relative to the best compared isomer or geometry (same formula, charge and spin): 123.24 kJ/mol
- E: -9115.1632 eV
- ⟨S²⟩: 2.0244
- Kohn-Sham gap (alpha / beta): 6.8974 / 8.2427 eV
- F_max: 5.79 eV Å⁻¹
- Multiplicity: 3
- LUMO energy (alpha / beta): -10.03 / -12.88 eV